Entry w
ORCA calculation (ωB97M-V with the def2-TZVPD basis set) on a molecular structure, C4H4O3S.

Values from the calculation:
HOMO-LUMO gap (alpha / beta) in eV: 7.09 / 7.10

```
! RIJCOSX wB97M-V def2-TZVPD def2/J DEFGRID3
* xyz 0 1
C -0.447 0.963 -0.756
C 0.848 1.240 -0.715
C -1.319 0.103 0.197
C -0.920 -1.304 0.129
O 1.766 1.031 0.849
O -1.645 -2.300 0.351
O 3.003 -0.634 -0.349
S 2.993 0.235 0.824
H -0.917 1.103 -1.736
H -2.370 0.333 0.049
H -1.182 0.460 1.202
H 0.190 -1.230 -0.046
*
```



Entry x
ORCA calculation (ωB97M-V with the def2-TZVPD basis set) on a single C4H4O3S molecule.

Values from the calculation:
SMILES: O=CO/C=C/C(O)=S
HOMO-LUMO gap in eV: 8.51

```
! RIJCOSX wB97M-V def2-TZVPD def2/J DEFGRID3
* xyz 0 1
C -0.757 -0.567 1.565
C -0.419 0.258 0.410
C 0.462 -0.357 -0.449
C 0.734 1.334 -2.097
H -0.584 -2.381 2.325
H -1.003 1.153 0.144
H 1.003 -1.255 -0.124
H 1.701 1.619 -2.800
O -0.304 -1.843 1.489
O 1.021 0.059 -1.607
O -0.195 2.055 -1.652
S -1.659 -0.077 2.798
*
```



Which structure is the most stable? The one labeled entry x.



Entry w
ORCA calculation (ωB97M-V with the def2-TZVPD basis set) on 2 unconnected molecules or ions with the total composition C3H3FOS.

Values from the calculation:
HOMO-LUMO gap (alpha / beta) in eV: 7.67 / 7.67

```
! RIJCOSX wB97M-V def2-TZVPD def2/J DEFGRID3
* xyz 0 1
C -0.990 -1.135 -0.007
C 0.305 1.031 -0.368
C 0.542 0.233 0.744
O -2.006 -0.743 -0.431
F 1.685 -0.464 0.755
S 1.349 1.175 -1.677
H -0.395 -2.049 0.011
H -0.689 1.314 -0.752
H 0.198 0.639 1.724
*
```



Entry x
ORCA calculation (ωB97M-V with the def2-TZVPD basis set) on a single C3H3FOS molecule.

Values from the calculation:
SMILES: O=C(S)/C=C\F
HOMO-LUMO gap in eV: 9.50

```
! RIJCOSX wB97M-V def2-TZVPD def2/J DEFGRID3
* xyz 0 1
C -0.978 0.166 -0.013
C 0.287 0.805 -0.057
C 1.493 0.228 0.051
H -2.158 -1.891 0.288
H 0.126 1.874 -0.163
H 2.429 0.913 -0.150
O -2.089 0.663 0.051
F 1.704 -1.054 0.049
S -0.815 -1.705 -0.054
*
```



Entry y
ORCA calculation (ωB97M-V with the def2-TZVPD basis set) on a single C3H3FOS molecule.

Values from the calculation:
SMILES: O=C(S)/C=C\F
HOMO-LUMO gap in eV: 10.22

```
! RIJCOSX wB97M-V def2-TZVPD def2/J DEFGRID3
* xyz 0 1
C 0.191 0.948 0.815
C 0.140 -0.482 0.510
C -0.127 -1.189 -0.557
H -0.313 1.290 -1.394
H 0.329 -1.079 1.385
H -0.108 -2.300 -0.500
O 0.432 1.334 1.925
F -0.452 -0.689 -1.751
S -0.091 2.166 -0.433
*
```



Entry z
ORCA calculation (ωB97M-V with the def2-TZVPD basis set) on a single C3H3FOS molecule.

Values from the calculation:
SMILES: O=CS/C=C/F
HOMO-LUMO gap in eV: 9.98

```
! RIJCOSX wB97M-V def2-TZVPD def2/J DEFGRID3
* xyz 0 1
C 2.006 -0.322 0.077
C 0.837 0.299 -0.040
C -1.918 0.559 0.057
H 2.230 -1.386 0.217
H 0.850 1.367 -0.292
H -1.535 1.574 0.293
O -3.092 0.297 -0.012
F 3.099 0.473 -0.018
S -0.641 -0.713 -0.033
*
```



Which structure is the most stable? The one labeled entry y.



Entry w
ORCA calculation (ωB97M-V with the def2-TZVPD basis set) on 2 unconnected molecules or ions with the total composition H4N2O2.

Values from the calculation:
HOMO-LUMO gap (alpha / beta) in eV: 9.50 / 8.89

```
! RIJCOSX wB97M-V def2-TZVPD def2/J DEFGRID3
* xyz 0 1
N 1.492 0.648 0.014
N -1.112 -0.654 -0.001
O 0.881 -0.518 -0.039
O -1.859 0.377 -0.113
H 1.211 1.320 0.845
H 1.630 1.215 -0.844
H -1.115 -1.453 -0.754
H -1.128 -0.935 0.892
*
```



Entry x
ORCA calculation (ωB97M-V with the def2-TZVPD basis set) on 2 unconnected molecules or ions with the total composition H4N2O2.

Values from the calculation:
SMILES: O=O.NN
HOMO-LUMO gap in eV: 5.58

```
! RIJCOSX wB97M-V def2-TZVPD def2/J DEFGRID3
* xyz 0 1
H 0.190 1.091 0.477
H 1.723 1.186 -0.043
H 0.877 -1.230 -0.719
H 0.134 -0.872 0.544
N 0.837 0.701 -0.230
N 1.057 -0.693 0.159
O -2.974 0.211 0.101
O -1.844 -0.394 -0.289
*
```



Which structure is the most stable? The one labeled entry w.



Entry w
ORCA calculation (ωB97M-V with the def2-TZVPD basis set) on a single C3HN3O6 molecule.

Values from the calculation:
SMILES: O=NC(=O)NC(=O)OC(=O)N=O
HOMO-LUMO gap (alpha / beta) in eV: 8.37 / 8.37

```
! RIJCOSX wB97M-V def2-TZVPD def2/J DEFGRID3
* xyz 0 1
C 0.678 1.368 -0.770
C -0.211 -1.991 0.768
C -1.034 0.228 0.605
N -0.440 1.347 0.051
N 1.199 2.688 -0.859
N -0.240 -3.140 -0.033
O 1.308 0.431 -1.170
O -0.123 -2.046 1.956
O -1.879 0.266 1.435
O 1.420 3.272 -1.883
O 0.677 -3.747 -0.492
O -0.549 -0.909 0.015
H -0.807 2.233 0.378
*
```



Entry x
ORCA calculation (ωB97M-V with the def2-TZVPD basis set) on a single C3HN3O6 molecule.

Values from the calculation:
HOMO-LUMO gap (alpha / beta) in eV: 5.85 / 5.78

```
! RIJCOSX wB97M-V def2-TZVPD def2/J DEFGRID3
* xyz 0 1
C -0.614 -0.735 -0.652
C -1.071 0.075 0.316
C 0.899 -0.717 -0.757
N 1.399 0.185 0.053
N -2.667 0.211 0.349
N 2.556 0.743 0.479
O 1.357 -1.533 -1.518
O -3.217 -0.745 0.772
O -3.059 1.254 -0.036
O 3.508 0.312 -0.121
O 2.513 1.560 1.331
O -0.460 0.803 1.076
H -1.144 -1.412 -1.292
*
```



Which structure is the most stable? The one labeled entry w.



Entry w
ORCA calculation (ωB97M-V with the def2-TZVPD basis set) on a molecular structure, CdI.

Values from the calculation:
HOMO-LUMO gap in eV: 6.15

```
! RIJCOSX wB97M-V def2-TZVPD def2/J DEFGRID3
* xyz 1 1
Cd -0.617 -0.983 -0.803
I 0.617 0.983 0.803
*
```



Entry x
ORCA calculation (ωB97M-V with the def2-TZVPD basis set) on a molecular structure, CdI.

Values from the calculation:
HOMO-LUMO gap in eV: 6.31

```
! RIJCOSX wB97M-V def2-TZVPD def2/J DEFGRID3
* xyz 1 1
Cd 0.127 -0.201 1.344
I -0.127 0.201 -1.344
*
```



Which structure is the most stable? The one labeled entry x.



Entry w
ORCA calculation (ωB97M-V with the def2-TZVPD basis set) on a single C3H6FN3 molecule.

Values from the calculation:
SMILES: NN/C=N/C=C\F
HOMO-LUMO gap in eV: 8.62

```
! RIJCOSX wB97M-V def2-TZVPD def2/J DEFGRID3
* xyz 0 1
C -0.725 -0.861 -0.523
C -0.573 1.297 -0.302
C 0.102 2.378 -0.164
H 0.601 -3.229 1.495
H 1.111 -2.035 0.255
H -1.427 -2.819 -0.564
H -1.554 -0.583 -1.319
H -1.404 1.439 -1.001
H -0.203 3.407 -0.507
N 0.452 -2.913 0.391
N -0.756 -2.207 0.007
N -0.040 0.071 0.331
F 1.384 2.476 0.275
*
```



Entry x
ORCA calculation (ωB97M-V with the def2-TZVPD basis set) on 2 unconnected molecules or ions with the total composition C3H6FN3.

Values from the calculation:
HOMO-LUMO gap (alpha / beta) in eV: 8.92 / 8.93

```
! RIJCOSX wB97M-V def2-TZVPD def2/J DEFGRID3
* xyz 0 1
C -0.949 -0.564 0.292
C 2.043 0.500 0.079
C 1.151 -0.233 -0.945
N 2.310 -0.248 1.214
N -0.176 -0.635 -0.600
N -1.974 -0.384 0.890
F -4.136 0.528 -0.170
H 2.945 0.782 -0.443
H 1.819 1.435 0.601
H 0.911 0.353 -1.776
H 1.670 -1.141 -1.096
H -2.354 -0.704 1.793
H -3.260 0.311 0.161
*
```



Which structure is the most stable? The one labeled entry w.



Entry w
ORCA calculation (ωB97M-V with the def2-TZVPD basis set) on 2 unconnected molecules or ions with the total composition C4H5N2S.

Values from the calculation:
HOMO-LUMO gap (alpha / beta) in eV: 9.79 / 3.06

```
! RIJCOSX wB97M-V def2-TZVPD def2/J DEFGRID3
* xyz 1 1
C 1.455 -1.432 0.156
C 2.811 -1.104 0.262
C 1.170 0.758 -0.091
C -3.541 0.893 -0.150
N -2.399 0.834 0.169
N 0.593 -0.395 -0.126
S 2.867 0.590 0.008
H 1.013 -2.502 0.085
H 3.688 -1.532 0.594
H 0.661 1.667 -0.301
H -3.827 1.756 -0.838
H -4.492 0.468 0.230
*
```



Entry x
ORCA calculation (ωB97M-V with the def2-TZVPD basis set) on a molecular structure, C4H5N2S.

Values from the calculation:
HOMO-LUMO gap (alpha / beta) in eV: 5.35 / 5.35

```
! RIJCOSX wB97M-V def2-TZVPD def2/J DEFGRID3
* xyz 1 1
C 0.900 0.387 -0.487
C 2.687 -1.139 0.347
C 1.490 -1.583 0.079
C -2.329 0.243 0.024
N 0.521 -0.872 -0.326
N -1.892 1.486 0.068
S 2.540 0.578 -0.147
H 3.615 -1.698 0.761
H -3.291 -0.114 0.364
H -1.821 -0.647 -0.362
H 0.172 1.229 -0.938
H -2.593 2.129 0.617
*
```



Which structure is the most stable? The one labeled entry w.



Entry w
ORCA calculation (ωB97M-V with the def2-TZVPD basis set) on a gas-phase ion, C4H12N3O (charge +1).

Values from the calculation:
HOMO-LUMO gap in eV: 3.80

```
! RIJCOSX wB97M-V def2-TZVPD def2/J DEFGRID3
* xyz 1 1
N 0.945 2.833 0.789
C 0.827 1.924 -0.408
C 0.208 0.620 -0.095
N -0.220 -0.072 -1.388
C -1.016 -1.245 -1.026
C -0.433 -2.159 0.108
N -0.817 -1.603 1.438
O 1.083 -0.129 0.595
H 0.569 2.690 1.718
H -0.816 0.824 0.348
H 1.468 3.706 0.582
H 0.247 2.512 -1.120
H 1.787 1.626 -0.858
H 0.618 -0.380 -1.849
H -1.993 -0.741 -0.663
H -1.215 -1.753 -1.972
H 0.609 -2.273 -0.131
H -0.871 -3.155 0.036
H -1.045 -2.196 2.212
H 0.066 -1.030 1.685
*
```



Entry x
ORCA calculation (ωB97M-V with the def2-TZVPD basis set) on a molecular structure, C4H12N3O.

Values from the calculation:
HOMO-LUMO gap (alpha / beta) in eV: 7.91 / 7.91

```
! RIJCOSX wB97M-V def2-TZVPD def2/J DEFGRID3
* xyz 1 1
C 0.262 1.091 0.261
C -1.658 0.287 -0.697
C 1.496 1.846 0.026
C 0.551 -2.107 -0.836
N -0.153 -1.633 0.325
N -2.471 0.308 0.358
N 0.515 -0.715 0.937
O -0.490 0.878 -0.831
H -0.347 1.497 1.057
H -1.971 -0.197 -1.520
H 2.272 1.315 0.553
H 1.392 2.892 0.348
H 1.850 1.701 -0.995
H 0.549 -1.344 -1.644
H 1.696 -2.233 -0.555
H 0.185 -3.022 -1.204
H -3.377 0.046 0.241
H -2.141 0.568 1.359
H 1.595 -0.635 0.902
H 0.245 -0.543 1.915
*
```



Which structure is the most stable? The one labeled entry x.